{
  "formula": "C36H41N5O2P2S2Sn",
  "method": "the ωB97M-V functional and the def2-TZVPD basis",
  "elements": ["Sn", "N", "C", "C", "N", "C", "C", "N", "H", "H", "H", "H", "H", "H", "H", "H", "H", "H", "H", "H", "H", "S", "P", "C", "P", "S", "C", "C", "C", "C", "C", "C", "C", "C", "C", "C", "C", "C", "C", "C", "C", "C", "C", "C", "C", "C", "C", "C", "C", "C", "H", "H", "H", "H", "H", "H", "H", "H", "H", "H", "H", "H", "H", "H", "H", "H", "H", "H", "H", "H", "O", "C", "N", "C", "O", "C", "C", "C", "C", "N", "C", "H", "H", "H", "H", "H", "H", "H", "H"],
  "coordinates": [[0.142, 1.644, -1.516], [1.657, 3.468, -1.051], [1.843, 4.394, -2.191], [1.991, 3.581, -3.473], [0.857, 2.661, -3.679], [-0.266, 3.195, -4.481], [-1.117, 4.228, -3.748], [-1.570, 3.702, -2.449], [1.430, 3.988, -0.208], [2.541, 2.992, -0.875], [2.741, 5.002, -2.063], [0.984, 5.058, -2.231], [2.889, 2.969, -3.369], [2.119, 4.250, -4.329], [1.221, 1.871, -4.207], [-0.902, 2.343, -4.735], [0.095, 3.640, -5.413], [-1.959, 4.492, -4.392], [-0.542, 5.137, -3.583], [-2.429, 3.175, -2.592], [-1.841, 4.472, -1.844], [2.596, 0.404, -1.920], [2.368, -1.159, -0.674], [0.858, -0.781, 0.213], [0.406, -1.754, 1.609], [1.195, 0.101, 1.888], [-1.373, -1.882, 1.792], [-2.175, -1.332, 0.794], [-3.552, -1.437, 0.895], [-4.119, -2.085, 1.986], [-3.316, -2.619, 2.984], [-1.936, -2.527, 2.890], [1.342, -3.037, 2.451], [1.090, -4.370, 2.120], [1.841, -5.365, 2.723], [2.821, -5.033, 3.650], [3.047, -3.707, 3.993], [2.312, -2.699, 3.391], [2.121, -2.701, -1.573], [0.958, -3.453, -1.440], [0.844, -4.665, -2.104], [1.889, -5.121, -2.895], [3.041, -4.360, -3.044], [3.160, -3.147, -2.389], [3.846, -1.377, 0.335], [4.273, -2.654, 0.694], [5.383, -2.793, 1.512], [6.044, -1.669, 1.987], [5.615, -0.397, 1.631], [4.517, -0.248, 0.801], [-1.712, -0.846, -0.056], [-4.185, -1.030, 0.118], [-5.194, -2.188, 2.053], [-3.765, -3.114, 3.834], [-1.302, -2.960, 3.655], [0.321, -4.621, 1.400], [1.662, -6.401, 2.469], [3.412, -5.815, 4.108], [3.798, -3.456, 4.729], [2.488, -1.664, 3.649], [0.140, -3.090, -0.829], [-0.059, -5.252, -2.008], [1.801, -6.072, -3.403], [3.849, -4.716, -3.670], [4.053, -2.543, -2.502], [3.754, -3.529, 0.324], [5.735, -3.782, 1.773], [6.902, -1.787, 2.636], [6.147, 0.473, 1.993], [4.187, 0.735, 0.492], [-8.282, 1.963, 0.669], [-7.617, 3.159, 0.393], [-6.251, 3.162, 0.905], [-5.179, 2.902, 0.133], [-5.230, 2.675, -1.066], [-3.832, 2.948, 0.807], [-3.513, 3.717, 1.919], [-2.189, 3.773, 2.334], [-1.229, 3.092, 1.606], [-1.529, 2.351, 0.536], [-2.802, 2.268, 0.174], [-8.108, 1.314, -0.018], [-8.163, 3.950, 0.903], [-7.557, 3.376, -0.672], [-6.148, 3.186, 1.906], [-4.266, 4.295, 2.440], [-1.908, 4.359, 3.198], [-0.182, 3.130, 1.886], [-3.025, 1.647, -0.688]],
  "forces_ev_per_angstrom": [[-0.026, -0.246, -0.399], [-0.068, -0.136, 0.131], [-0.048, -0.100, -0.265], [-0.077, 0.108, 0.269], [0.078, -0.071, -0.151], [-0.301, 0.147, 0.147], [0.161, -0.196, 0.004], [0.027, 0.040, -0.033], [-0.025, 0.011, -0.008], [-0.064, -0.111, 0.079], [-0.049, 0.030, 0.065], [0.004, 0.019, 0.039], [0.029, 0.033, -0.156], [0.050, -0.001, 0.027], [-0.016, -0.089, 0.137], [0.059, -0.005, -0.070], [0.039, -0.083, -0.014], [0.063, 0.062, -0.061], [-0.040, 0.068, -0.010], [0.032, -0.041, 0.098], [0.031, -0.063, 0.028], [0.249, 0.453, -0.211], [-0.615, -0.064, 0.157], [0.536, -0.738, 0.455], [-0.187, 0.731, 0.032], [-0.098, 0.150, -0.080], [0.392, -0.257, -0.096], [-0.059, -0.015, -0.056], [-0.004, -0.003, 0.022], [0.003, 0.010, -0.004], [0.003, -0.026, 0.076], [0.026, -0.025, -0.013], [-0.300, 0.210, -0.292], [0.028, 0.063, 0.015], [-0.039, -0.110, -0.084], [0.037, 0.050, 0.007], [-0.003, -0.011, 0.008], [-0.023, -0.028, 0.063], [0.033, 0.163, 0.082], [0.058, 0.053, 0.021], [-0.014, -0.035, -0.014], [-0.057, -0.014, -0.003], [0.072, 0.013, -0.029], [-0.096, 0.009, 0.021], [-0.183, 0.068, -0.173], [0.031, 0.080, -0.041], [0.001, -0.062, 0.010], [0.030, -0.036, 0.043], [-0.018, 0.045, 0.017], [0.067, -0.092, 0.027], [0.007, 0.004, 0.028], [0.002, -0.003, -0.007], [-0.005, 0.031, 0.019], [0.004, -0.018, -0.008], [-0.027, -0.006, 0.016], [0.010, -0.052, 0.001], [-0.002, 0.002, 0.005], [-0.034, -0.012, 0.029], [0.009, 0.002, -0.006], [0.036, 0.004, -0.034], [-0.048, -0.014, -0.045], [0.001, -0.002, 0.006], [0.005, 0.003, -0.013], [-0.003, 0.002, -0.005], [0.034, -0.050, -0.017], [0.014, -0.021, 0.030], [-0.011, 0.001, 0.025], [0.027, 0.010, -0.036], [-0.012, 0.004, 0.003], [0.038, 0.022, 0.021], [-0.092, -0.101, 0.073], [0.170, 0.074, -0.039], [-0.168, 0.062, 0.034], [0.063, -0.027, 0.004], [-0.030, -0.055, 0.034], [0.009, 0.120, 0.030], [0.044, -0.120, -0.114], [0.001, 0.076, 0.073], [-0.109, -0.022, 0.049], [0.242, 0.155, 0.284], [0.066, -0.090, -0.199], [0.046, 0.033, -0.077], [-0.013, -0.026, -0.018], [-0.025, 0.000, 0.020], [0.063, -0.017, 0.008], [-0.015, 0.000, 0.003], [0.036, -0.001, -0.013], [-0.021, 0.013, 0.060], [-0.042, 0.062, -0.041]],
  "lowdin_charge": [1.155, -0.073, -0.206, -0.197, -0.197, -0.194, -0.235, -0.030, 0.099, 0.058, 0.134, 0.102, 0.105, 0.137, 0.102, 0.126, 0.131, 0.128, 0.105, 0.079, 0.093, 0.264, 0.473, -0.889, 0.708, 0.615, -0.334, -0.092, -0.062, -0.048, -0.052, -0.064, -0.354, -0.082, -0.051, -0.043, -0.058, -0.094, -0.358, -0.089, -0.060, -0.052, -0.051, -0.087, -0.363, -0.082, -0.064, -0.052, -0.057, -0.117, 0.077, 0.111, 0.117, 0.118, 0.116, 0.111, 0.118, 0.119, 0.119, 0.089, 0.083, 0.114, 0.116, 0.117, 0.117, 0.111, 0.116, 0.116, 0.113, 0.076, -0.011, -0.232, 0.105, -0.448, 0.062, -0.096, 0.016, -0.025, -0.143, -0.043, -0.135, 0.096, 0.134, 0.132, 0.140, 0.125, 0.118, 0.097, 0.108],
  "multiplicity": 1,
  "fmax_ev_per_a": 1.02,
  "lumo_energy_ev": -4.821,
  "e_homo_ev": -12.69,
  "charge": 2
}